C30H95N25O15 | ωB97M-V/def2-TZVPD

Geometry as XYZ:
```
165
Properties=species:S:1:pos:R:3:lowdin_charge:R:1
C 5.57 -3.84 -0.41 -0.793
O 6.59 -3.23 -0.71 0.011
N 4.37 -3.35 -0.44 0.187
N 5.64 -5.00 0.19 0.153
H 4.11 -2.48 -0.88 0.081
H 3.66 -4.06 -0.36 0.110
H 6.51 -5.31 0.59 0.124
H 4.74 -5.31 0.55 0.099
C 4.04 -3.42 4.23 -0.784
O 3.67 -4.29 4.98 0.039
N 3.86 -2.12 4.45 0.176
N 4.90 -3.61 3.29 0.169
H 4.16 -1.50 3.71 0.050
H 3.15 -1.84 5.11 0.077
H 5.31 -2.83 2.79 0.099
H 5.03 -4.56 2.98 0.104
C -0.94 1.45 -4.90 -0.715
O -2.05 1.26 -4.38 -0.001
N 0.22 1.22 -4.40 0.192
N -0.73 1.91 -6.14 0.162
H 1.11 1.22 -4.89 0.131
H 0.20 1.06 -3.41 0.106
H 0.22 1.86 -6.48 0.108
H -1.54 2.09 -6.72 0.116
C 2.00 -2.10 -3.36 -0.781
O 2.87 -1.76 -2.58 0.027
N 2.19 -2.49 -4.60 0.176
N 0.77 -2.03 -3.14 0.199
H 3.14 -2.49 -4.96 0.115
H 1.43 -2.67 -5.25 0.089
H 0.13 -2.19 -3.90 0.050
H 0.45 -1.80 -2.21 0.084
C -5.16 2.59 -3.15 -0.725
O -6.12 2.75 -2.39 -0.012
N -5.28 2.41 -4.47 0.165
N -3.93 2.47 -2.70 0.166
H -6.20 2.27 -4.85 0.110
H -4.52 2.42 -5.13 0.094
H -3.27 2.09 -3.36 0.044
H -3.71 2.85 -1.79 0.046
C 1.02 2.21 3.92 -0.813
O 0.76 2.90 4.84 0.073
N 1.54 1.03 4.00 0.160
N 0.67 2.54 2.69 0.175
H 2.12 0.87 3.20 0.057
H 1.71 0.59 4.89 0.115
H -0.23 3.00 2.67 0.081
H 1.06 1.86 2.06 0.040
C 6.02 0.09 3.50 -0.798
O 5.20 0.01 2.59 0.006
N 7.22 -0.35 3.42 0.181
N 5.77 0.19 4.72 0.181
H 7.74 -0.15 4.26 0.117
H 7.62 -0.78 2.59 0.137
H 4.84 0.34 5.08 0.132
H 6.52 0.15 5.39 0.129
C -5.41 -0.54 -0.20 -0.806
O -5.63 -1.39 0.61 0.029
N -6.28 0.42 -0.36 0.174
N -4.48 -0.56 -1.15 0.180
H -6.85 0.55 0.47 0.113
H -6.23 1.07 -1.13 0.065
H -4.17 0.29 -1.61 0.076
H -3.85 -1.33 -0.99 0.020
C 0.02 -2.01 5.58 -0.793
O 1.16 -2.16 5.92 0.043
N -0.41 -1.24 4.64 0.177
N -1.01 -2.61 6.11 0.164
H 0.25 -0.72 4.09 0.080
H -1.39 -1.03 4.58 0.034
H -1.94 -2.43 5.75 0.085
H -0.87 -3.22 6.90 0.119
C -2.45 -3.62 -0.29 -0.719
O -3.03 -2.75 -0.91 0.018
N -1.16 -3.62 0.06 0.190
N -2.98 -4.70 0.14 0.182
H -0.83 -4.44 0.56 0.108
H -0.50 -2.90 -0.20 0.079
H -3.96 -4.75 -0.09 0.136
H -2.49 -5.51 0.49 0.123
C 5.20 0.69 -1.31 -0.076
C 4.22 1.32 -2.22 -0.381
C 3.65 2.74 -1.73 -0.182
O 3.01 2.65 -0.51 -0.244
C 2.29 3.84 -0.24 -0.076
N 4.92 1.49 -3.55 0.035
H 6.05 1.35 -1.08 0.089
H 5.59 -0.18 -1.83 0.085
H 4.85 0.36 -0.33 0.062
H 3.38 0.64 -2.32 0.102
H 2.86 3.00 -2.44 0.104
H 4.37 3.56 -1.73 0.127
H 3.01 4.54 0.19 0.101
H 1.57 3.65 0.55 0.061
H 1.78 4.21 -1.13 0.092
H 4.99 0.60 -4.04 0.057
H 5.87 1.69 -3.27 0.054
C -2.62 -0.10 2.42 -0.041
C -3.05 0.44 3.82 -0.398
C -4.30 1.37 3.67 -0.148
O -4.42 2.23 4.86 -0.208
C -5.41 3.29 4.74 -0.087
N -3.23 -0.66 4.75 0.029
H -2.09 -1.05 2.45 0.078
H -2.01 0.68 1.97 0.049
H -3.44 -0.17 1.70 0.056
H -2.22 1.07 4.13 0.133
H -5.19 0.75 3.59 0.126
H -4.16 1.98 2.79 0.101
H -5.35 3.92 5.63 0.084
H -6.38 2.81 4.79 0.080
H -5.31 3.89 3.83 0.079
H -4.15 -1.05 4.62 0.098
H -3.34 -0.20 5.64 0.097
C 1.98 -1.58 1.04 -0.047
C 2.01 -0.20 0.48 -0.411
C 0.64 0.24 0.08 -0.177
O -0.01 -0.69 -0.78 -0.243
C -1.34 -0.22 -1.26 -0.027
N 2.59 0.78 1.42 0.059
H 1.88 -2.29 0.22 0.061
H 1.10 -1.68 1.68 0.086
H 2.95 -1.87 1.45 0.071
H 2.66 -0.41 -0.36 0.108
H 0.64 1.20 -0.43 0.123
H 0.10 0.28 1.02 0.108
H -1.17 0.66 -1.89 0.066
H -2.03 -0.06 -0.43 0.071
H -1.73 -1.05 -1.86 0.062
H 3.53 0.50 1.64 0.044
H 2.82 1.58 0.84 0.049
C -2.00 5.10 -1.18 -0.052
C -1.94 4.16 -0.06 -0.482
C -1.62 4.78 1.21 -0.192
O -0.34 5.45 1.04 -0.202
C 0.20 6.04 2.23 -0.088
N -3.13 3.32 -0.05 0.058
H -1.04 5.58 -1.42 0.087
H -2.67 5.93 -0.94 0.095
H -2.33 4.69 -2.14 0.077
H -1.21 3.39 -0.33 0.136
H -1.71 4.11 2.07 0.113
H -2.31 5.60 1.43 0.133
H 1.15 6.44 1.89 0.090
H 0.32 5.36 3.07 0.074
H -0.40 6.85 2.63 0.082
H -3.88 3.99 -0.05 0.094
H -3.22 2.70 0.74 0.066
C -3.37 -1.92 -4.72 -0.084
C -2.12 -2.75 -4.62 -0.369
C -2.44 -4.18 -5.16 -0.169
O -1.27 -5.03 -5.29 -0.204
C -0.46 -5.27 -4.12 -0.078
N -1.11 -2.08 -5.57 0.056
H -4.29 -2.28 -4.25 0.088
H -3.53 -1.47 -5.70 0.084
H -3.32 -1.06 -4.06 0.052
H -1.86 -2.78 -3.56 0.110
H -2.82 -4.06 -6.18 0.121
H -3.22 -4.75 -4.66 0.124
H -1.11 -5.54 -3.28 0.082
H 0.16 -4.41 -3.90 0.053
H 0.20 -6.13 -4.24 0.085
H -1.51 -2.16 -6.50 0.079
H -1.03 -1.11 -5.32 0.040
```

Calculated values
Spin multiplicity: 1
Energy above the lowest of the compared OMol25 structures with the same formula, charge and spin, kcal/mol: 123.81
E_tot, eV: -100618.859

C3H6N2 | ωB97M-V/def2-TZVPD

Geometry as XYZ:
```
11
Properties=species:S:1:pos:R:3:nbo_charge:R:1
C -0.74 0.93 1.49 -0.424
N -1.16 0.11 0.36 -0.645
C -0.26 -0.94 -0.10 -0.296
C 0.85 -0.24 -0.93 0.241
N 1.86 -0.01 -1.50 -0.330
H -0.73 0.39 2.53 0.197
H 0.30 1.38 1.32 0.181
H -1.47 1.80 1.64 0.218
H -1.70 0.53 -0.39 0.384
H -0.62 -1.73 -0.70 0.237
H 0.15 -1.54 0.73 0.237
```

Calculated values
Spin multiplicity: 1
Energy above the lowest of the compared OMol25 structures with the same formula, charge and spin, kcal/mol: 35.89
SMILES: CNCC#N
E_tot, eV: -6186.989

C5H12N3O2 | ωB97M-V/def2-TZVPD

Geometry as XYZ:
```
22
Properties=species:S:1:pos:R:3:nbo_charge:R:1
C 1.20 -0.76 -0.87 -0.334
C -1.16 -0.92 -0.89 -0.326
C 1.19 -2.01 0.02 -0.092
C -1.17 -2.18 0.00 -0.100
C 0.01 3.38 1.03 -0.438
N -0.07 -0.04 -0.85 -0.147
N 0.31 2.18 0.31 -0.292
N -0.07 1.00 0.70 0.443
O -0.76 0.71 1.65 -0.259
O 0.06 -2.87 -0.21 -0.509
H 2.15 -0.30 -0.66 0.241
H 1.28 -1.25 -1.86 0.263
H -1.23 -1.13 -1.94 0.291
H -2.09 -0.19 -0.75 0.241
H 2.19 -2.54 -0.20 0.230
H 1.11 -1.71 1.09 0.175
H -1.34 -2.01 1.09 0.205
H -1.92 -2.83 -0.41 0.228
H -0.46 4.17 0.27 0.244
H -0.79 3.10 1.63 0.240
H 0.72 3.89 1.49 0.238
H 0.83 2.30 -0.63 0.459
```

Calculated values
Spin multiplicity: 1
Charge: +1
Energy above the lowest of the compared OMol25 structures with the same formula, charge and spin, kcal/mol: 144.59
E_tot, eV: -13931.837

C12H31CoO5 | ωB97M-V/def2-TZVPD

Geometry as XYZ:
```
49
Properties=species:S:1:pos:R:3:mulliken_spin:R:1
Co 27.09 -35.50 -29.51 2.802
C 29.84 -36.73 -32.49 0.010
C 28.59 -36.44 -31.67 -0.001
O 27.92 -35.21 -31.65 0.056
H 30.11 -37.76 -32.27 -0.001
H 30.59 -36.13 -31.98 -0.001
H 29.66 -36.47 -33.54 0.001
H 29.06 -36.60 -30.70 0.001
H 27.89 -37.26 -31.81 -0.002
C 27.10 -38.31 -25.92 0.004
C 27.45 -38.00 -27.30 -0.001
O 27.03 -36.84 -27.95 0.051
H 26.12 -38.79 -25.81 0.000
H 27.12 -37.43 -25.28 0.000
H 27.84 -39.08 -25.70 0.000
H 27.37 -38.87 -27.95 0.000
H 28.51 -37.84 -27.09 0.000
C 25.55 -31.72 -28.15 0.001
C 25.11 -32.81 -29.32 0.000
O 26.14 -33.60 -29.89 0.055
H 26.09 -32.15 -27.31 0.000
H 24.58 -31.42 -27.75 0.000
H 26.18 -30.93 -28.56 0.000
H 24.56 -32.31 -30.11 0.001
H 24.45 -33.42 -28.70 0.000
C 25.35 -38.86 -30.82 0.001
C 24.53 -37.56 -30.76 0.002
C 23.54 -37.45 -29.58 -0.002
O 25.53 -36.54 -30.69 0.004
H 25.74 -39.01 -31.83 0.000
H 24.69 -39.72 -30.70 0.000
H 26.17 -38.91 -30.10 -0.001
H 23.91 -37.53 -31.66 0.001
H 23.94 -37.80 -28.63 0.000
H 22.75 -38.18 -29.74 0.000
H 23.12 -36.45 -29.44 0.000
H 25.74 -36.31 -31.60 -0.002
C 31.14 -34.44 -29.17 0.000
C 29.95 -34.97 -28.26 0.007
C 30.11 -34.53 -26.72 -0.001
O 28.79 -34.32 -28.82 0.020
H 31.24 -33.38 -28.90 0.000
H 30.86 -34.44 -30.22 0.000
H 32.15 -34.80 -28.96 0.000
H 29.89 -36.06 -28.33 -0.002
H 30.12 -33.44 -26.61 0.000
H 31.03 -35.04 -26.42 0.000
H 29.23 -34.89 -26.17 0.000
H 28.81 -33.40 -28.53 -0.002
```

Calculated values
Spin multiplicity: 4
Charge: -1
⟨S²⟩: 3.7555
Energy above the lowest of the compared OMol25 structures with the same formula, charge and spin, kcal/mol: 37.89
E_tot, eV: -60808.708

C11H15N | ωB97M-V/def2-TZVPD

Geometry as XYZ:
```
27
Properties=species:S:1:pos:R:3:mulliken_spin:R:1
C -3.36 2.06 -1.98 0.137
C -4.84 2.52 -1.86 0.014
H -2.86 2.63 -2.76 -0.025
H -2.82 1.97 -1.02 -0.019
H -3.46 1.02 -2.31 -0.035
H -5.50 1.97 -2.56 -0.005
H -4.90 3.60 -1.89 -0.009
H -5.18 2.37 -0.86 -0.008
C -1.08 -0.10 2.45 0.093
C 0.85 -1.86 2.28 0.237
C 0.21 -0.70 1.91 -0.377
C 1.80 -1.22 0.34 0.202
C 0.86 -0.24 0.66 0.443
C 2.35 -1.20 -0.94 0.225
C 0.59 0.77 -0.31 -0.053
C 2.29 -0.10 -1.77 0.316
C 1.32 0.95 -1.45 -0.194
N 1.89 -2.14 1.36 -0.050
H 0.72 -2.38 3.18 0.055
H 2.61 -2.85 1.53 -0.017
H -0.94 0.74 3.15 -0.015
H -1.80 -0.88 2.61 -0.072
H 2.60 -2.17 -1.42 0.033
H -0.15 1.46 0.12 0.045
H 2.98 -0.19 -2.66 -0.023
H 1.26 1.70 -2.23 0.007
H -1.61 0.41 1.60 0.095
```

Calculated values
Spin multiplicity: 2
Charge: -1
⟨S²⟩: 0.7654
Energy above the lowest of the compared OMol25 structures with the same formula, charge and spin, kcal/mol: 36.27
E_tot, eV: -13137.992